57
Properties=species:S:1:pos:R:3:forces:R:3 method="wB97M-V/def2-TZVPD" lumo_ev=-3.449 e_homo_ev=-10.80 total_charge=+1
C -0.1356 5.8724 -0.9142 -0.01 -0.02 -0.01
H 5.1001 0.4639 -2.9675 -0.03 0.03 0.02
H 3.8499 -2.0726 -0.6146 -0.05 -0.01 -0.05
H -0.4072 6.9174 -0.9891 0.01 -0.01 0.02
H -0.4546 -1.4475 3.5838 -0.03 -0.03 0.02
H 2.5659 3.8848 -0.4347 -0.02 0.03 0.00
H -3.0076 -2.6199 -2.7909 -0.01 -0.01 0.04
H -5.0522 -4.3047 -2.0333 0.03 0.02 0.05
C -3.3444 -2.8972 -1.8062 0.05 0.08 -0.02
H 3.7335 1.5754 -2.7702 0.03 0.00 0.01
H 4.4395 2.0326 -0.4115 -0.01 -0.01 0.05
C -4.5770 0.7522 -0.7692 -0.10 -0.38 -0.14
H -2.1397 5.1744 -1.2273 0.02 -0.01 -0.01
H 5.3195 -1.3232 -1.2205 -0.01 0.05 -0.02
H -1.9363 -2.1784 5.4555 -0.01 -0.01 -0.03
C -4.3515 -3.7330 -1.4498 0.01 -0.01 0.08
Cl -5.5722 -0.6180 -0.3450 -0.02 0.06 0.03
H 4.5001 -1.5756 1.7246 0.02 0.01 -0.01
H -4.5466 0.8682 -1.8436 0.03 0.00 -0.06
C 2.6366 0.1946 -0.2536 -0.02 -0.05 -0.11
H -4.9402 1.6345 -0.2611 0.02 0.08 0.02
C 0.9404 1.7698 -0.6453 -0.15 -0.07 -0.27
H 5.3946 2.1841 -2.6969 -0.02 -0.03 -0.01
C 0.5632 3.1920 -0.7376 -0.06 -0.06 0.01
C 4.7455 1.3479 -2.4339 0.00 -0.02 0.01
H -4.9444 -4.3121 0.5058 0.05 -0.02 0.01
C -0.7612 3.5547 -0.9663 -0.04 0.04 -0.03
Ta -0.5844 -0.9261 -0.5089 0.23 -0.53 -2.92
N 3.9147 0.0133 -0.5096 0.15 -0.03 -0.04
C -1.4033 -1.9347 3.3975 0.07 -0.02 0.18
C 4.7741 1.1381 -0.9276 -0.04 -0.04 -0.14
C 1.5392 4.1793 -0.6042 0.03 -0.02 0.03
C -1.1097 4.8929 -1.0516 0.02 -0.01 0.01
H -4.0970 -3.2860 4.9477 0.02 0.02 -0.03
N -4.3319 -3.7653 -0.0749 -0.08 -0.02 -0.03
Se -0.1561 -1.8035 -2.6207 0.05 -0.06 0.54
C 4.5819 -1.2951 -0.4187 0.03 0.05 0.09
N 2.1683 1.4484 -0.4566 0.29 -0.04 0.15
C -3.4475 -2.9663 4.1437 0.05 0.02 0.00
C -3.8285 -3.1696 2.8285 -0.12 -0.05 0.04
H 5.9367 -0.6992 1.1700 -0.02 -0.03 0.00
O -0.0147 0.8812 -0.8354 -0.06 0.90 0.43
H -4.7879 -3.6304 2.6221 0.03 0.01 0.02
N -2.7190 -2.4198 -0.6782 0.34 0.28 -0.23
C -2.2337 -2.3455 4.4284 -0.04 -0.01 -0.07
C 5.2459 -1.5098 0.9321 0.00 0.02 0.01
C -3.0014 -2.7717 1.7814 -0.29 -0.09 -0.35
H -1.5120 2.7879 -1.0856 0.00 0.01 0.00
C 1.1885 5.5142 -0.6908 0.01 0.00 0.00
S 1.7389 -1.1039 0.4853 -0.46 0.12 -0.14
O -1.0187 -1.7734 1.0520 -0.07 -0.66 2.76
H 1.9469 6.2791 -0.5857 -0.02 -0.02 -0.01
H 5.7818 0.9022 -0.5880 -0.01 -0.03 0.02
C -3.3350 -2.9625 0.3628 0.00 -0.08 0.10
Cl -2.8695 0.5919 -0.2095 -0.03 0.64 0.39
C -1.7975 -2.1617 2.0931 0.23 -0.01 -0.43
H 5.8130 -2.4404 0.9141 -0.02 0.01 0.02